{"formula": "C31H32AuN2O3P2", "method": "ωB97M-V with the def2-TZVPD basis set", "elements": ["Au", "N", "C", "C", "O", "N", "C", "C", "O", "O", "H", "H", "H", "H", "H", "H", "C", "C", "P", "C", "C", "C", "C", "C", "C", "C", "C", "C", "C", "C", "C", "C", "P", "C", "C", "C", "C", "C", "C", "C", "C", "C", "C", "C", "C", "H", "H", "H", "H", "H", "H", "H", "H", "H", "H", "H", "H", "H", "H", "H", "H", "H", "H", "H", "H", "H", "H", "H", "H", "H", "H"], "xyz": [[-1.550361, 0.706624, -0.796385], [-0.898434, 2.834468, -1.622825], [-2.080114, 3.705879, -1.627346], [-3.393401, 2.935650, -1.555710], [-4.395355, 3.321769, -2.099327], [-3.338515, 1.812944, -0.725249], [-4.494410, 1.135074, -0.533767], [-4.309410, -0.512364, -1.485104], [-5.312989, -0.697383, -2.080920], [-3.221846, -0.973323, -1.212416], [-0.123195, 3.262608, -1.129994], [-0.590611, 2.617818, -2.566334], [-2.109564, 4.363093, -2.498244], [-2.046106, 4.332173, -0.731106], [-5.402460, 1.598528, -0.914455], [-4.584105, 0.603223, 0.409117], [2.261807, 0.230902, 0.049894], [1.907803, 1.631678, 0.541653], [1.522509, 2.052735, 2.313387], [0.116116, 0.909196, 2.633720], [0.197853, -0.278096, 3.349707], [-0.941690, -1.026632, 3.613127], [-2.180399, -0.611597, 3.150116], [-2.280976, 0.575662, 2.434870], [-1.144112, 1.332462, 2.190756], [2.849813, 1.390338, 3.372161], [3.005836, 2.064825, 4.583660], [3.938323, 1.649564, 5.517719], [4.748481, 0.558616, 5.245880], [4.614601, -0.115046, 4.038543], [3.669205, 0.293573, 3.113730], [1.868284, 0.073584, -1.423095], [0.191956, -0.604675, -1.582129], [0.272853, -2.269397, -0.947425], [1.021994, -3.237441, -1.621828], [1.128375, -4.508809, -1.088277], [0.491554, -4.812548, 0.108979], [-0.257193, -3.851716, 0.771154], [-0.371979, -2.577111, 0.240363], [-0.190582, -0.702924, -3.344563], [0.305910, 0.242737, -4.245221], [-0.118488, 0.234975, -5.564040], [-1.044274, -0.708631, -5.989844], [-1.536747, -1.649712, -5.099397], [-1.117169, -1.647277, -3.780078], [1.779027, -0.540558, 0.664987], [3.336959, 0.061001, 0.131665], [0.967210, 1.937079, 0.057951], [2.662091, 2.348353, 0.198528], [1.152107, -0.604454, 3.741042], [-0.858761, -1.934052, 4.195543], [-3.068051, -1.189088, 3.367043], [-3.251646, 0.946193, 2.127920], [-1.243856, 2.303837, 1.714436], [2.391167, 2.931801, 4.794446], [4.040912, 2.184134, 6.450741], [5.483909, 0.235848, 5.968286], [5.246728, -0.963814, 3.819040], [3.575849, -0.263591, 2.187128], [2.530752, -0.619633, -1.953539], [1.934816, 1.032972, -1.935660], [1.507719, -3.004589, -2.561885], [1.702906, -5.265135, -1.605666], [0.575727, -5.807917, 0.521742], [-0.759712, -4.094853, 1.697339], [-0.963304, -1.828123, 0.743535], [1.050045, 0.964420, -3.942142], [0.280137, 0.957706, -6.260792], [-1.377675, -0.711398, -7.017697], [-2.254945, -2.385453, -5.431213], [-1.518897, -2.376702, -3.086237]], "atomic_forces_ev_per_a": [[1.8, -0.3, 0.7], [0.0, 1.0, -0.4], [0.3, 0.0, -0.1], [-0.1, 1.3, -0.9], [0.2, -0.2, 0.2], [-2.3, -2.3, 0.6], [0.9, 3.3, 1.0], [1.1, -3.8, -1.6], [-0.1, 1.2, 0.7], [-1.7, 0.6, 0.1], [-0.1, 0.0, -0.1], [0.0, 0.1, 0.1], [-0.2, 0.0, 0.1], [-0.1, 0.0, -0.1], [0.0, -0.2, -0.2], [0.2, -0.5, -0.2], [0.1, -0.1, 0.2], [-0.1, 0.2, 0.1], [0.0, 0.1, -0.1], [0.0, 0.1, -0.2], [0.1, 0.0, 0.0], [-0.1, -0.1, 0.0], [0.0, 0.0, 0.0], [0.0, 0.0, 0.1], [0.1, 0.1, 0.1], [-0.1, 0.0, 0.0], [-0.1, 0.1, 0.0], [0.1, -0.1, 0.0], [0.0, 0.0, -0.1], [0.1, 0.0, 0.1], [0.0, -0.1, -0.3], [0.2, -0.4, -0.1], [-0.5, 0.3, 0.0], [0.2, -0.2, -0.2], [0.0, 0.0, 0.1], [0.0, 0.0, -0.1], [0.0, 0.0, 0.1], [0.0, -0.1, 0.0], [0.0, -0.1, 0.0], [0.2, 0.0, -0.1], [0.0, -0.2, 0.0], [-0.1, -0.1, 0.0], [0.1, 0.1, 0.0], [0.0, 0.0, 0.0], [0.0, 0.0, 0.0], [0.0, 0.1, -0.1], [-0.1, 0.0, 0.0], [0.1, -0.1, 0.1], [0.0, 0.0, 0.1], [0.0, 0.0, 0.0], [0.0, 0.0, 0.0], [0.0, 0.0, 0.0], [0.0, 0.0, 0.0], [0.0, 0.0, 0.0], [0.0, 0.0, 0.0], [0.0, 0.0, 0.1], [0.0, 0.0, 0.0], [0.0, 0.0, 0.0], [0.0, 0.1, 0.2], [0.0, 0.1, 0.1], [0.0, 0.1, 0.0], [0.0, 0.0, 0.0], [0.0, 0.0, 0.0], [0.0, 0.0, 0.0], [0.0, 0.0, 0.0], [-0.1, 0.2, 0.1], [0.1, 0.1, 0.1], [0.0, 0.0, 0.0], [0.0, 0.0, 0.0], [0.0, 0.0, 0.0], [0.0, 0.0, 0.0]], "multiplicity": 1, "lumo_energy_ev": [-5.822, -6.089], "total_charge": 1, "homo_energy_ev": [-10.735, -10.568], "gap_ev": [4.9, 4.5]}

{"formula": "C31H32Br2Cl5N7ORe", "method": "ωB97M-V with the def2-TZVPD basis set", "elements": ["Re", "Cl", "C", "C", "C", "Cl", "C", "Cl", "C", "Cl", "C", "Cl", "Br", "C", "C", "C", "Br", "C", "C", "C", "C", "N", "C", "C", "O", "H", "H", "H", "H", "C", "N", "C", "C", "N", "C", "C", "C", "C", "C", "C", "N", "C", "N", "C", "C", "N", "C", "C", "N", "C", "C", "H", "H", "H", "H", "H", "H", "H", "H", "H", "H", "H", "H", "H", "H", "H", "H", "H", "H", "H", "H", "H", "H", "H", "H", "H", "H", "H", "H"], "xyz": [[-0.018519, 0.414361, 0.336315], [-1.607085, 2.514555, 1.600181], [-0.499156, 1.904745, 2.796747], [0.421389, 0.987924, 2.309954], [1.442394, 0.633905, 3.184523], [2.756776, -0.339536, 2.617564], [1.468098, 1.076633, 4.509201], [2.719908, 0.585389, 5.565598], [0.465523, 1.933326, 4.974871], [0.464190, 2.462899, 6.594447], [-0.524172, 2.380476, 4.095044], [-1.730555, 3.482065, 4.595959], [-2.805573, 2.591947, -3.208670], [-1.142994, 3.164751, -2.554774], [-0.575510, 4.365348, -3.036731], [0.626554, 4.809798, -2.564393], [1.336838, 6.418964, -3.225203], [1.338912, 4.068839, -1.579935], [2.587629, 4.421013, -1.026588], [3.162367, 3.601760, -0.091598], [2.510733, 2.424269, 0.299949], [1.342574, 2.057370, -0.194605], [0.753646, 2.877635, -1.121142], [-0.490363, 2.430367, -1.606098], [-0.975285, 1.282130, -1.076667], [-1.110760, 4.934790, -3.783550], [3.075235, 5.333265, -1.342685], [4.113387, 3.847176, 0.358924], [2.955140, 1.769696, 1.038023], [-4.901235, -1.344835, -0.944603], [-3.482423, -0.994655, -0.892621], [-2.732285, -1.389179, -2.078900], [-2.886359, -0.630614, 0.245348], [-1.570159, -0.943337, 0.490907], [-1.198243, -2.269587, 0.173805], [-2.061986, -3.354563, 0.264954], [-1.652162, -4.603335, -0.171049], [-0.382374, -4.758347, -0.711159], [0.497669, -3.686825, -0.756201], [0.106759, -2.446646, -0.262449], [0.902972, -1.241460, -0.226474], [2.236048, -1.349875, -0.601337], [3.021608, -2.271671, -0.057838], [2.759586, -2.935600, 1.220299], [4.189878, -2.812681, -0.759835], [2.703870, -0.528994, -1.545543], [1.873489, -0.111718, -2.673916], [4.062694, 0.007399, -1.536116], [-3.563129, 0.046340, 1.170276], [-4.690662, 0.917732, 0.853470], [-3.244771, -0.072558, 2.593212], [-4.982024, -2.357215, -1.343324], [-5.458278, -0.667332, -1.591836], [-5.333932, -1.333601, 0.050807], [-2.703386, -2.477628, -2.170735], [-1.725146, -0.992600, -2.036134], [-3.228182, -0.969400, -2.953252], [-3.059537, -3.212845, 0.665666], [-2.322104, -5.448922, -0.100102], [-0.065138, -5.719831, -1.090277], [1.475321, -3.836838, -1.191747], [1.837159, -2.585678, 1.665626], [3.590027, -2.739219, 1.897951], [2.691738, -4.009980, 1.052457], [4.155520, -2.555100, -1.812480], [4.156691, -3.897667, -0.666451], [5.122245, -2.459552, -0.319997], [0.988451, -0.739249, -2.743091], [2.457043, -0.239215, -3.586232], [1.582181, 0.934050, -2.599039], [4.520865, -0.150681, -0.563293], [3.996992, 1.080954, -1.718778], [4.686865, -0.433893, -2.313128], [-5.643580, 0.472101, 1.139915], [-4.693102, 1.147872, -0.209038], [-4.563520, 1.844016, 1.414080], [-2.503291, -0.850568, 2.745424], [-4.158775, -0.333232, 3.127875], [-2.871196, 0.870403, 2.990267]], "atomic_forces_ev_per_a": [[-0.5, 0.2, 0.3], [0.2, 0.1, -0.2], [0.1, 0.1, 0.0], [0.0, 0.0, 0.0], [0.0, 0.0, 0.1], [0.0, 0.3, 0.1], [0.0, 0.0, 0.0], [0.0, 0.0, 0.0], [0.0, 0.0, 0.0], [0.0, 0.0, 0.0], [0.0, 0.0, 0.0], [0.0, 0.0, 0.0], [0.0, 0.0, 0.0], [0.0, 0.0, 0.0], [0.0, 0.0, 0.0], [0.0, 0.0, 0.0], [0.0, 0.0, 0.0], [0.0, 0.0, 0.0], [0.0, 0.0, 0.0], [0.0, 0.0, 0.0], [0.0, 0.0, 0.0], [0.0, -0.1, -0.1], [0.0, 0.0, 0.0], [0.0, 0.0, 0.0], [0.1, -0.1, -0.2], [0.0, 0.0, 0.0], [0.0, 0.0, 0.0], [0.0, 0.0, 0.0], [0.0, 0.0, 0.0], [0.0, 0.0, 0.0], [0.0, 0.0, 0.0], [-0.1, 0.1, -0.1], [0.0, 0.1, 0.3], [0.5, -0.3, -0.3], [-0.1, 0.0, 0.1], [0.0, -0.1, 0.0], [0.0, 0.1, 0.0], [0.0, 0.0, 0.0], [0.0, 0.0, 0.0], [0.0, 0.1, 0.0], [-0.2, -0.1, -0.1], [0.1, 0.0, -0.1], [0.1, 0.1, 0.1], [-0.1, -0.2, -0.1], [0.0, 0.0, 0.0], [0.0, 0.0, 0.0], [0.0, 0.0, 0.0], [0.0, 0.0, 0.0], [0.0, 0.0, 0.1], [0.1, 0.1, 0.0], [-0.1, 0.0, 0.0], [0.0, 0.0, 0.0], [0.0, 0.0, 0.0], [0.0, -0.1, -0.1], [0.0, 0.1, 0.0], [0.1, 0.0, 0.0], [0.0, 0.0, 0.0], [0.0, 0.0, 0.0], [0.0, 0.0, 0.0], [0.0, 0.0, 0.0], [0.0, 0.0, 0.0], [0.0, 0.0, 0.0], [0.0, -0.1, 0.0], [0.0, 0.0, 0.0], [0.0, 0.0, 0.0], [0.0, 0.0, 0.0], [0.0, 0.0, 0.0], [0.0, 0.0, 0.0], [0.0, 0.0, 0.0], [0.0, 0.1, 0.0], [0.0, 0.0, 0.0], [0.0, 0.0, 0.0], [0.0, 0.0, 0.0], [0.0, 0.0, 0.0], [0.0, 0.0, 0.0], [0.0, 0.0, 0.0], [0.0, 0.0, 0.0], [0.0, 0.0, 0.0], [-0.1, -0.1, 0.0]], "multiplicity": 2, "lumo_energy_ev": [-5.959, -6.453], "total_charge": 2, "homo_energy_ev": [-13.096, -13.373], "gap_ev": [7.1, 6.9]}

{"formula": "C31H32BrO2PPbSe2", "method": "ωB97M-V with the def2-TZVPD basis set", "elements": ["Pb", "C", "C", "C", "C", "C", "C", "C", "C", "C", "C", "C", "C", "H", "H", "H", "H", "H", "H", "H", "H", "H", "H", "H", "H", "H", "H", "H", "H", "H", "H", "Se", "P", "Se", "C", "C", "C", "C", "C", "C", "C", "C", "C", "C", "C", "C", "H", "H", "H", "H", "H", "H", "H", "H", "H", "H", "Br", "C", "C", "C", "C", "C", "C", "C", "O", "O", "H", "H", "H", "H"], "xyz": [[-0.008563, 0.392280, -1.876509], [0.475811, 2.513617, 2.763405], [1.533188, 2.172149, 1.762215], [1.745415, 3.058478, 0.639036], [1.133513, 4.410537, 0.663096], [2.580804, 2.679430, -0.445012], [2.651036, 3.543696, -1.675295], [3.374414, 1.563108, -0.298686], [4.420913, 1.210119, -1.310930], [3.236187, 0.727469, 0.874992], [4.083282, -0.490322, 0.988024], [2.318973, 1.045629, 1.901151], [2.225958, 0.163053, 3.115109], [0.911732, 3.023551, 3.628300], [-0.014551, 1.614148, 3.129106], [-0.283553, 3.165617, 2.344532], [0.136709, 4.357308, 0.206695], [1.719475, 5.129988, 0.097596], [1.002933, 4.779362, 1.677750], [3.469974, 4.264431, -1.614892], [1.730146, 4.103721, -1.821160], [2.813254, 2.942086, -2.568031], [5.348566, 0.910829, -0.825151], [4.645091, 2.042613, -1.969589], [4.102803, 0.366582, -1.931814], [5.044740, -0.213281, 1.439670], [4.311902, -0.929065, 0.019107], [3.635922, -1.244521, 1.628755], [3.218347, -0.088964, 3.486684], [1.713867, -0.775081, 2.884652], [1.693923, 0.648451, 3.926730], [-1.681290, -1.265755, -0.352656], [-0.652353, -3.213503, -0.438667], [1.295654, -2.254990, -0.193231], [-1.087208, -4.154630, 1.027594], [-1.355516, -5.521602, 1.054220], [-1.658718, -6.143178, 2.256461], [-1.691150, -5.413706, 3.433767], [-1.407122, -4.053293, 3.415630], [-1.102516, -3.426350, 2.224177], [-0.832809, -4.006782, -2.039904], [-0.231333, -3.356585, -3.122971], [-0.345526, -3.865966, -4.400822], [-1.064004, -5.036068, -4.617394], [-1.669247, -5.682370, -3.552721], [-1.559703, -5.173470, -2.266584], [-1.304848, -6.132869, 0.167939], [-1.863482, -7.204466, 2.265938], [-1.929797, -5.904294, 4.367426], [-1.426349, -3.481793, 4.333224], [-0.886675, -2.365516, 2.221190], [0.363829, -2.464510, -2.963098], [0.131514, -3.359313, -5.228258], [-1.153227, -5.438935, -5.616885], [-2.240018, -6.585569, -3.716605], [-2.082201, -5.682654, -1.473152], [-3.568817, 5.586561, 2.497343], [-3.678051, 4.795084, 0.788887], [-4.672261, 5.184334, -0.100083], [-4.746812, 4.590029, -1.352188], [-3.835587, 3.614511, -1.722530], [-2.838058, 3.240552, -0.825861], [-2.759001, 3.826256, 0.434447], [-1.848606, 2.221952, -1.205353], [-1.986291, 1.526540, -2.255259], [-0.810041, 2.020871, -0.471046], [-5.384449, 5.945405, 0.187723], [-5.523385, 4.894518, -2.039621], [-3.886501, 3.145377, -2.694740], [-2.000235, 3.509191, 1.134118]], "atomic_forces_ev_per_a": [[0.0, 0.0, -0.2], [0.0, 0.0, 0.0], [0.0, -0.1, 0.0], [0.0, 0.0, 0.1], [0.0, 0.0, 0.0], [0.1, -0.1, 0.0], [0.0, 0.0, 0.0], [-0.1, 0.1, 0.0], [0.0, 0.0, 0.0], [0.0, 0.0, 0.0], [0.0, 0.0, 0.0], [-0.1, 0.1, 0.0], [0.0, 0.0, 0.0], [0.0, 0.0, 0.0], [0.0, 0.0, 0.0], [0.0, 0.0, 0.0], [0.0, 0.0, 0.0], [0.0, 0.0, 0.0], [0.0, 0.0, 0.0], [0.0, 0.0, 0.0], [0.0, 0.0, 0.0], [0.0, 0.0, 0.0], [0.0, 0.0, 0.0], [0.0, 0.0, 0.0], [0.0, 0.0, 0.0], [0.0, 0.0, 0.0], [0.0, 0.0, 0.0], [0.0, 0.0, 0.0], [0.0, 0.0, 0.0], [0.0, 0.0, 0.0], [0.0, 0.0, 0.0], [0.0, 0.0, 0.1], [0.0, 0.0, -0.1], [0.0, 0.0, 0.1], [0.0, 0.1, 0.0], [0.1, -0.1, -0.1], [0.0, 0.0, 0.0], [0.0, 0.0, 0.0], [0.0, 0.0, 0.0], [-0.1, 0.0, 0.0], [0.1, 0.0, 0.0], [0.1, 0.0, 0.0], [0.0, 0.0, 0.0], [0.0, 0.0, 0.0], [0.0, 0.0, 0.0], [-0.2, 0.0, 0.1], [0.1, 0.0, 0.0], [0.0, 0.0, 0.0], [0.0, 0.0, 0.0], [0.0, 0.0, 0.0], [0.0, 0.0, 0.0], [0.0, 0.0, 0.0], [0.0, 0.0, 0.0], [0.0, 0.0, 0.0], [0.0, 0.0, 0.0], [0.0, 0.1, 0.0], [0.0, 0.0, 0.0], [0.0, 0.0, 0.0], [0.0, 0.0, 0.0], [0.0, 0.0, 0.0], [0.0, 0.0, 0.0], [0.0, 0.0, 0.0], [0.0, 0.0, 0.0], [0.1, 0.0, -0.1], [0.0, 0.0, 0.1], [0.0, 0.0, 0.1], [0.0, 0.0, 0.0], [0.0, 0.0, 0.0], [0.0, 0.0, 0.0], [0.0, 0.0, 0.0]], "multiplicity": 1, "lumo_energy_ev": [-8.761, -8.068], "total_charge": 2, "homo_energy_ev": [-13.403, -13.403], "gap_ev": [4.6, 5.3]}

> Which formula does entry 1 have?

C31H32AuN2O3P2